72
Properties=species:S:1:pos:R:3:forces:R:3 method="wB97M-V/def2-TZVPD" homo_energy_ev=-9.22 lumo_ev=0.3 charge=0 spin_multiplicity=1
C 1.047117 -0.043373 -2.468952 -0.05 0.52 -0.85
C 1.085152 1.439683 -2.916856 0.08 0.00 0.93
C -0.067845 2.295618 -2.338827 -0.03 -0.47 -0.85
C -0.911893 2.968107 -3.434075 0.44 0.07 0.43
C -2.366005 3.222869 -3.058304 0.36 0.49 -0.81
N -3.192855 2.012909 -2.888608 0.13 0.19 0.69
O -2.625976 0.920618 -3.620023 -0.08 0.35 -0.07
C -3.570061 0.206945 -4.171443 0.64 -0.57 0.52
N -4.221280 -0.646094 -4.581753 -0.40 0.18 -0.32
S -3.546270 1.528202 -1.298607 -1.14 -1.02 -0.48
O -3.270674 0.149076 -1.162276 0.37 0.07 -0.05
O -4.827425 2.043784 -1.005431 0.23 0.53 0.17
F -2.528294 2.310835 -0.430836 0.25 0.24 0.16
H 0.280198 -0.221226 -1.721830 0.07 -0.06 0.23
H 0.804629 -0.649703 -3.338940 -0.01 -0.31 0.10
H 2.027216 -0.333144 -2.106272 -0.02 -0.29 0.17
H 1.108678 1.508130 -4.000471 0.04 0.04 -0.12
H 2.020025 1.851170 -2.540174 0.14 0.17 -0.23
H 0.341765 3.046819 -1.669844 -0.20 0.05 0.26
H -0.705367 1.613907 -1.784784 -0.02 0.07 0.30
H -0.826320 2.393730 -4.351427 -0.25 -0.07 -0.11
H -0.476576 3.942033 -3.657140 -0.08 0.13 -0.10
H -2.822032 3.827507 -3.839927 -0.19 -0.10 -0.09
H -2.398389 3.827397 -2.157098 -0.24 -0.18 0.22
C 5.150068 -0.837699 2.244993 -0.01 -0.01 0.01
C 5.696717 -0.041109 1.248723 0.02 0.00 0.00
C 4.867293 0.712815 0.430781 0.00 0.01 -0.01
C 3.491503 0.667034 0.607627 -0.02 0.01 -0.03
C 2.944350 -0.135206 1.598559 -0.02 0.01 0.00
C 3.773911 -0.886376 2.418667 -0.01 -0.02 0.01
H 5.798544 -1.422185 2.886137 0.01 -0.01 -0.01
H 6.769449 -0.007787 1.109892 0.01 0.01 0.00
H 5.293351 1.336111 -0.344816 0.00 0.00 0.00
H 2.843720 1.256902 -0.029152 -0.01 0.00 0.00
H 1.870770 -0.174886 1.731883 -0.01 0.00 0.00
H 3.347452 -1.510962 3.193246 -0.02 0.01 0.01
C -5.674324 2.607204 -8.608122 0.00 0.01 0.01
C -5.378330 1.800718 -7.517723 0.03 0.01 -0.01
C -5.211262 0.433382 -7.686457 0.01 -0.05 -0.01
C -5.344727 -0.127584 -8.949286 -0.01 0.04 -0.02
C -5.647697 0.676681 -10.039228 0.01 -0.01 -0.01
C -5.811259 2.044400 -9.869121 0.00 0.01 -0.01
H -5.800029 3.674255 -8.475374 -0.01 0.00 0.00
H -5.278906 2.238657 -6.531919 -0.01 0.00 0.01
H -4.978850 -0.191477 -6.835197 -0.03 0.00 -0.02
H -5.212984 -1.193469 -9.083013 -0.01 -0.01 0.00
H -5.756415 0.237559 -11.022615 0.00 0.00 -0.01
H -6.046347 2.671764 -10.719247 0.00 0.00 -0.01
C 4.185665 -3.430161 5.211764 0.03 0.01 0.00
C 3.645142 -4.457811 5.972654 -0.03 -0.01 -0.02
C 3.402378 -4.264112 7.325306 0.03 -0.01 0.02
C 3.703623 -3.045406 7.917926 0.05 -0.03 0.02
C 4.252377 -2.021894 7.159427 -0.01 0.01 0.01
C 4.490423 -2.213305 5.806099 0.04 0.00 -0.02
H 4.368680 -3.578938 4.154347 0.02 -0.01 0.00
H 3.411705 -5.408470 5.511036 -0.01 0.00 -0.01
H 2.976562 -5.063667 7.918134 0.00 -0.01 0.00
H 3.510990 -2.894035 8.972185 0.00 0.00 0.01
H 4.491724 -1.073422 7.621975 -0.01 0.01 0.00
H 4.913806 -1.411600 5.214466 -0.01 0.02 0.01
C 0.748857 -1.799721 5.476469 0.01 0.01 -0.04
C 0.387490 -2.253773 6.736880 -0.08 0.00 0.02
C -0.648717 -1.638595 7.425212 0.00 0.02 -0.02
C -1.321541 -0.566521 6.854753 0.00 0.01 0.02
C -0.954890 -0.107532 5.597679 0.00 0.01 -0.01
C 0.079755 -0.724975 4.908330 0.01 0.00 0.00
H 1.553964 -2.285243 4.940545 0.02 -0.01 0.02
H 0.913673 -3.086582 7.180269 0.01 -0.02 -0.01
H -0.932329 -1.994258 8.407501 -0.01 0.00 0.00
H -2.131331 -0.088190 7.390485 0.00 0.01 0.00
H -1.476141 0.731216 5.154498 -0.01 0.00 0.00
H 0.364615 -0.367543 3.926718 0.00 0.01 -0.01

76
Properties=species:S:1:pos:R:3:forces:R:3 method="wB97M-V/def2-TZVPD" homo_energy_ev=-10.85 lumo_ev=-4.4 charge=+1 spin_multiplicity=1 de_lowest_kcal_mol=0.00
O -3.025893 5.914277 2.444041 0.37 -0.20 0.04
P -4.232378 5.121193 2.224271 -0.33 1.20 -0.07
O -4.066591 4.067667 1.034857 -0.15 0.06 0.40
O -5.486097 6.037509 1.861305 0.22 -0.60 0.14
C -4.706101 4.169852 3.685950 0.29 -0.51 -0.14
C -3.519031 3.324871 4.244934 -0.88 0.03 -0.02
C -3.668208 1.805505 4.081427 -0.07 0.25 -0.95
C -2.702693 1.445517 2.930710 0.95 -0.78 1.30
F -3.284820 1.007510 1.780754 -0.04 0.39 0.10
C -1.843630 2.664997 2.757875 -0.67 0.09 -0.16
N -2.272256 3.599501 3.506068 0.68 0.08 0.26
H -4.930534 3.774985 0.720560 0.05 -0.26 -0.41
H -6.326042 5.593460 2.018659 -0.37 0.22 -0.07
H -5.508540 3.486085 3.414301 -0.13 -0.05 0.03
H -5.094540 4.831365 4.452818 0.04 0.25 0.00
H -3.365336 3.612075 5.278534 0.17 -0.05 0.11
H -4.647505 1.469320 3.755938 -0.27 0.23 0.19
H -3.430245 1.287553 5.001385 0.22 -0.13 0.02
H -2.017140 0.688321 3.333376 -0.06 -0.33 -0.53
H -0.977212 2.755958 2.113035 0.12 0.10 -0.06
H -1.847827 4.523881 3.576215 0.01 0.11 -0.31
N 0.752675 3.539361 -0.185289 -0.05 0.02 0.16
C -0.234628 4.422529 -0.312644 -0.18 -0.12 0.09
C -0.079614 5.699680 -0.822793 0.05 0.01 -0.02
C 1.187392 6.083671 -1.232251 0.03 0.02 -0.01
C 2.231146 5.179735 -1.110246 -0.06 0.00 0.00
C 1.964241 3.925309 -0.582115 0.06 -0.08 0.01
H -1.211259 4.072433 0.013838 -0.08 0.13 -0.08
H -0.924207 6.370260 -0.896645 -0.01 -0.01 0.01
H 1.358815 7.071540 -1.638688 0.01 0.00 0.00
H 3.234273 5.440380 -1.416598 0.01 -0.02 0.00
H 2.752764 3.190049 -0.471498 0.03 0.03 -0.01
N -2.048505 -2.929141 0.508486 0.03 0.01 -0.01
C -1.626697 -3.631565 -0.540624 -0.14 -0.06 0.01
C -1.225406 -3.060437 -1.740694 -0.06 0.01 0.02
C -1.268222 -1.682217 -1.862265 0.07 0.11 -0.06
C -1.707075 -0.935022 -0.778340 -0.01 -0.05 0.05
C -2.081545 -1.605134 0.375095 0.05 -0.06 0.00
H -1.608341 -4.707133 -0.404719 0.01 -0.01 -0.07
H -0.884206 -3.682556 -2.556404 0.03 -0.01 0.01
H -0.964302 -1.202138 -2.785029 -0.04 -0.05 -0.04
H -1.756137 0.145322 -0.828652 0.00 0.00 0.01
H -2.426525 -1.061960 1.245010 -0.03 0.04 0.00
N 2.009898 -5.086152 -1.190139 0.01 -0.02 0.04
C 1.453385 -4.812079 -0.011068 0.07 0.05 -0.03
C 1.677169 -5.553770 1.137665 -0.07 -0.11 -0.07
C 2.523075 -6.648827 1.059167 -0.02 -0.04 0.02
C 3.109009 -6.950148 -0.158633 0.00 0.03 0.01
C 2.821900 -6.139526 -1.248043 0.00 0.02 -0.07
H 0.801389 -3.949648 0.006656 0.01 0.05 0.09
H 1.196606 -5.279032 2.066972 -0.03 0.00 -0.01
H 2.725066 -7.254934 1.933113 0.01 0.00 0.00
H 3.775975 -7.794185 -0.265034 0.01 0.00 -0.02
H 3.262812 -6.340053 -2.218163 0.02 -0.04 0.01
N 4.997891 -3.720361 3.703005 0.00 0.05 -0.05
C 4.274317 -3.958446 2.609892 0.17 0.08 0.13
C 4.605839 -3.485507 1.348924 -0.01 -0.01 -0.01
C 5.752196 -2.719010 1.216656 0.02 0.02 -0.03
C 6.515731 -2.460195 2.343267 -0.02 0.00 -0.02
C 6.096508 -2.983519 3.557306 0.00 -0.02 0.08
H 3.391391 -4.559782 2.760753 -0.08 -0.03 -0.03
H 3.982811 -3.714862 0.494919 -0.02 -0.03 0.00
H 6.046950 -2.331522 0.249798 0.00 -0.01 -0.01
H 7.418359 -1.867698 2.284658 0.01 -0.01 0.02
H 6.667858 -2.808123 4.462288 0.03 0.03 -0.02
N -0.584871 -0.732396 -5.163410 0.04 0.07 -0.04
C -1.305842 -0.942762 -6.263157 -0.06 -0.06 0.07
C -0.967969 -0.442476 -7.510815 0.02 0.01 0.01
C 0.181551 0.321658 -7.624148 0.01 0.02 -0.04
C 0.943191 0.551404 -6.490226 -0.02 -0.01 -0.01
C 0.518352 0.002938 -5.290538 0.00 -0.03 0.09
H -2.198412 -1.544343 -6.131567 -0.01 0.00 -0.05
H -1.590757 -0.648421 -8.369969 -0.02 -0.01 0.00
H 0.479695 0.730464 -8.580711 0.00 0.00 0.00
H 1.848087 1.141309 -6.533149 0.01 0.00 0.02
H 1.088818 0.155634 -4.380219 0.04 0.02 -0.02

84
Properties=species:S:1:pos:R:3:forces:R:3 method="wB97M-V/def2-TZVPD" homo_energy_ev=-16.68 lumo_ev=-8.8 charge=+3 spin_multiplicity=1 de_lowest_kcal_mol=13.20
Hf -1.233174 -0.335123 -0.756116 0.04 -0.20 0.45
O -3.723817 -0.998826 -3.506775 -0.06 -0.23 -0.03
C -3.476815 -0.940890 -2.331587 -0.30 -0.01 0.35
N -2.541868 -1.712264 -1.627438 0.44 0.54 -0.67
C -1.913936 -2.729013 -2.489865 -0.04 -0.05 0.11
C -0.697802 -2.186563 -3.182971 -0.27 0.02 -0.06
C -0.274217 -2.640660 -4.417943 0.19 -0.06 0.08
C 0.897567 -2.127564 -4.946668 0.03 0.01 -0.04
C 1.604039 -1.163187 -4.232437 0.02 -0.01 -0.03
C 1.093762 -0.721421 -3.035768 -0.03 -0.05 -0.02
N -0.047311 -1.216458 -2.518529 -0.19 0.27 -0.06
C -4.142822 0.046980 -1.412753 0.08 -0.07 0.02
C -5.412585 0.532492 -1.628681 0.00 0.01 -0.01
C -5.950629 1.384035 -0.674718 -0.03 0.04 0.04
C -5.188203 1.730596 0.435518 -0.04 0.01 0.00
C -3.905113 1.238813 0.551804 -0.03 -0.01 -0.08
N -3.384213 0.397087 -0.356169 0.09 0.02 -0.08
H -2.635220 -3.089155 -3.220683 -0.02 -0.03 0.00
H -1.602758 -3.570253 -1.866078 -0.02 -0.03 0.00
H -0.855827 -3.384005 -4.945666 0.02 -0.01 0.01
H 1.257440 -2.465390 -5.909980 -0.01 0.00 0.01
H 2.525278 -0.739926 -4.607113 -0.01 -0.01 0.00
H 1.601895 0.057373 -2.483556 0.01 0.00 0.02
H -5.954831 0.229963 -2.513886 0.00 0.00 0.00
H -6.954539 1.772565 -0.788552 0.01 -0.01 -0.01
H -5.583197 2.384135 1.200673 0.00 0.00 -0.01
H -3.269485 1.507955 1.382135 0.01 0.01 0.03
C -2.344195 -0.750349 3.020410 0.07 0.02 -0.02
O -1.375658 -0.098152 2.149249 0.01 -0.10 0.01
C -0.203751 0.277886 2.779566 -0.03 0.10 0.05
O 0.064549 -0.061318 3.889386 -0.02 0.00 -0.01
C 0.597354 1.198493 1.922856 0.14 0.03 0.10
C 1.924114 1.304183 2.000557 -0.06 -0.02 0.03
As 2.984197 2.640407 1.008969 0.02 -0.04 -0.04
C 4.539458 1.515300 0.622925 0.00 0.06 0.00
C 2.063808 2.469434 -0.731848 0.00 -0.04 -0.02
C 0.742461 2.301835 -0.849788 0.08 0.27 0.13
As -0.473644 2.141850 0.650797 -0.36 -0.17 -0.26
C -0.675546 3.961129 1.292868 0.11 0.03 0.05
C -0.053654 2.195951 -2.098139 -0.10 0.06 0.16
O -0.975185 1.331784 -2.138962 0.26 -0.19 -0.01
O 0.148808 3.053271 -3.015151 0.08 -0.04 -0.18
C -0.560458 2.987803 -4.305844 0.05 0.00 0.14
C 2.939331 2.592932 -1.955645 0.02 -0.12 0.03
O 2.836443 1.847472 -2.897295 -0.02 0.05 -0.03
O 3.806327 3.564635 -1.796917 0.06 0.05 0.00
C 4.751260 3.822131 -2.882506 -0.10 -0.02 0.05
C 2.730270 0.405777 2.903989 0.13 0.10 -0.21
O 2.746640 -0.795867 2.771948 -0.06 -0.05 0.12
O 3.465942 1.112043 3.722133 0.04 0.01 0.07
C 4.345221 0.384929 4.633547 -0.06 0.03 -0.04
H -3.102971 -1.170220 2.368120 -0.02 -0.01 -0.02
H -2.775747 -0.009016 3.688636 0.00 0.01 0.03
H -1.856242 -1.522310 3.606913 -0.01 0.00 -0.01
H 5.154334 1.498511 1.519797 0.01 -0.02 0.01
H 5.109900 1.998092 -0.167232 0.01 -0.01 0.02
H 4.267069 0.503700 0.331750 -0.02 -0.01 -0.01
H 0.303283 4.380392 1.513383 0.03 0.01 0.01
H -1.281433 3.949501 2.195466 -0.04 -0.02 0.02
H -1.168831 4.548908 0.522993 -0.04 0.00 -0.03
H 0.217455 2.871378 -5.052140 0.00 0.00 -0.04
H -1.065136 3.940955 -4.413119 -0.01 0.02 -0.02
H -1.256892 2.157591 -4.307356 -0.01 -0.01 -0.02
H 5.618287 4.265778 -2.408924 0.02 0.03 0.00
H 4.291055 4.521565 -3.573755 0.00 0.00 -0.03
H 4.997686 2.890681 -3.381132 0.03 -0.01 -0.01
H 5.042644 1.125605 5.004015 0.01 0.01 0.02
H 4.852891 -0.409154 4.094673 0.02 -0.01 0.00
H 3.746507 -0.019958 5.443991 -0.01 -0.03 0.01
S 0.451437 -1.973452 0.210614 -0.20 -0.02 -0.12
C -0.091330 -2.796365 1.668775 0.12 -0.03 0.13
N -1.199417 -3.526117 1.646562 0.01 -0.02 -0.01
C -1.600233 -4.381721 2.781588 -0.02 0.03 -0.05
C -0.363226 -4.793433 3.559378 0.03 -0.02 0.00
C 0.445375 -3.564017 3.932622 0.02 0.00 -0.07
N 0.677658 -2.752432 2.726501 -0.11 0.06 -0.02
H -1.649830 -3.645993 0.752845 -0.02 0.00 0.03
H -2.126231 -5.242193 2.375911 0.01 -0.02 -0.01
H -2.298066 -3.831190 3.415050 -0.01 0.00 0.00
H 0.245195 -5.468863 2.955211 0.00 0.01 0.01
H -0.654308 -5.331143 4.459410 -0.01 0.01 0.01
H 1.419964 -3.840723 4.328021 0.01 0.02 0.02
H -0.061830 -2.949069 4.678699 0.00 0.00 0.01
H 1.455271 -2.090143 2.709429 0.09 -0.12 0.01